# 1
The following is a quantum chemistry calculation of a 2-piece molecular cluster, C5H10O2 overall at a distorted geometry, from the Open Molecules 2025 dataset.

```
! wB97M-V def2-TZVPD RIJCOSX def2/J DEFGRID3
* xyz 0 1
C 0.89 -0.79 -2.91
C -0.06 -0.19 -2.16
C 0.01 0.05 -0.71
O -1.22 0.22 -0.14
C 1.18 -0.07 -0.07
C 1.35 0.04 1.43
H 1.61 -1.38 -2.35
H 1.04 -0.53 -3.95
H -0.99 0.07 -2.65
H -1.09 0.17 0.82
H 2.12 -0.08 -0.59
H 0.55 -0.47 1.95
H 2.37 -0.22 1.67
H 1.28 1.06 1.84
O -2.83 0.36 2.65
H -2.46 1.25 2.80
H -3.76 0.51 2.41
*
```

energy relative to the best compared isomer or geometry (same formula, charge and spin): 62.53 kcal per mole
HOMO-LUMO gap: 0.321 hartree
E_LUMO: 0.02202 Ha
strongest force on any atom: 0.036 hartree/bohr
HOMO level: -0.2994 hartree
SMILES: C=C/C(O)=C/C.O
E_tot: -346.925778 hartree

***

# 2
The following is a quantum chemistry calculation of the molecule C5H10O2 at a distorted geometry, from the Open Molecules 2025 dataset.

```
! wB97M-V def2-TZVPD RIJCOSX def2/J DEFGRID3
* xyz 0 1
C -0.83 -0.65 -1.83
C 0.41 -0.13 -1.19
O 0.40 1.27 -0.91
C 0.44 0.39 0.23
C 1.75 0.41 0.96
C -0.81 0.41 1.07
O -1.15 -0.92 1.42
H -0.65 -0.83 -2.89
H -1.12 -1.60 -1.37
H -1.67 0.05 -1.74
H 1.31 -0.58 -1.59
H 1.93 -0.57 1.43
H 2.58 0.62 0.29
H 1.75 1.17 1.74
H -0.65 0.98 1.99
H -1.65 0.87 0.54
H -2.03 -0.88 1.84
*
```

energy relative to the best compared isomer or geometry (same formula, charge and spin): 50.87 kcal per mole
HOMO-LUMO gap: 0.400 hartree
E_LUMO: 0.03066 Ha
strongest force on any atom: 0.038 hartree/bohr
HOMO level: -0.3690 hartree
SMILES: C[C@H]1O[C@@]1(C)CO
E_tot: -346.944370 hartree

***

# 3
The following is a quantum chemistry calculation of the molecule C5H10O2, from the Open Molecules 2025 dataset.

```
! wB97M-V def2-TZVPD RIJCOSX def2/J DEFGRID3
* xyz 0 1
O -2.19 -0.68 -0.86
C -1.51 0.53 -0.57
C -0.40 0.17 0.41
C 0.40 -1.03 -0.14
C 1.80 -0.79 0.39
O 1.96 0.61 0.32
C 0.71 1.23 0.61
H -2.85 -0.51 -1.54
H -1.07 0.97 -1.48
H -2.20 1.27 -0.14
H -0.85 -0.09 1.37
H -0.04 -2.00 0.12
H 0.43 -0.95 -1.23
H 2.56 -1.26 -0.24
H 1.92 -1.16 1.42
H 0.61 2.08 -0.08
H 0.72 1.62 1.63
*
```

energy relative to the best compared isomer or geometry (same formula, charge and spin): 36.19 kcal per mole
HOMO-LUMO gap: 0.386 hartree
E_LUMO: 0.03251 Ha
strongest force on any atom: 0.009 hartree/bohr
HOMO level: -0.3540 hartree
SMILES: OC[C@H]1CCOC1
E_tot: -346.967765 hartree